{"formula": "C5H7NO2", "method": "ωB97M-V/def2-TZVPD", "gap_ev": 8.6, "smiles": "C1=NO[C@H]2CC[C@@H]1O2", "e_above_lowest_ev": 13.935, "e_homo_ev": -8.766, "species": ["C", "N", "O", "C", "C", "C", "C", "O", "H", "H", "H", "H", "H", "H", "H"], "xyz": [[1.19160, -1.81166, 0.12089], [1.72602, -1.66509, -1.05585], [1.26684, -0.62223, -1.90853], [0.21911, 0.37067, -0.97980], [-1.05202, 1.20298, -0.51497], [-1.16208, 0.54963, 1.08749], [0.27913, -0.37894, 0.96610], [-0.37473, -0.66821, -0.42003], [1.60657, -2.56355, 0.95152], [1.21605, 0.66200, -0.68958], [-2.02859, 0.79504, -1.08312], [-0.98350, 2.29919, -0.65428], [-2.06102, 0.21077, 1.50956], [-0.99210, 1.43225, 1.70426], [1.14872, 0.18715, 0.96633]], "forces_ev_per_a": [[2.2448, -0.9509, 1.9829], [-2.6775, 1.7919, 1.5941], [0.5687, -1.7501, -1.3850], [-0.0216, -0.1521, 0.1238], [-2.7860, -0.2775, -1.2187], [4.3494, 3.3339, -0.1771], [-4.9249, -2.4186, -1.4072], [2.4192, -3.3163, 0.5648], [-0.9271, 1.3539, -2.5346], [-0.5586, 1.4277, 0.7207], [2.3945, 1.1664, 1.0251], [-0.1065, -0.4613, 0.7299], [-1.2117, -1.4932, -0.5124], [0.3861, 0.1559, 0.3946], [0.8511, 1.5902, 0.0991]], "lowdin_charge": [-0.03, 0.03, -0.15, -0.23, -0.04, -0.03, 0.01, -0.25, 0.14, 0.11, 0.15, 0.09, 0.06, 0.07, 0.06]}

{"formula": "CH3Br3Ca2F4O6P2Rb", "method": "ωB97M-V/def2-TZVPD", "gap_ev": [8.3, 3.9], "spin_multiplicity": 2, "e_homo_ev": [-15.418, -15.417], "total_charge": 2, "species": ["Rb", "Ca", "Ca", "O", "H", "O", "H", "O", "P", "O", "F", "F", "O", "P", "O", "F", "F", "C", "Br", "Br", "Br", "H"], "xyz": [[-1.74385, 3.01821, -0.54766], [0.26012, 0.47016, -2.50302], [1.65265, -0.08874, 0.81469], [-0.16267, 0.61727, -0.29890], [-1.06071, 0.78453, 0.04762], [2.25758, -0.24971, -1.50391], [3.23052, -0.16105, -1.51152], [0.85551, -2.11205, 0.24106], [0.13075, -2.67187, -1.03915], [-0.38264, -1.70398, -2.06458], [-1.21565, -3.43960, -0.47742], [1.07272, -3.78834, -1.79518], [2.23131, 1.97890, 0.38158], [1.98869, 2.91140, -0.81583], [1.32595, 2.41797, -2.06257], [3.43146, 3.64207, -1.26631], [0.94955, 4.09236, -0.39157], [-2.99048, -1.15711, 3.06886], [-1.62061, 0.20552, 2.50695], [-2.38416, -3.05338, 2.63350], [-4.77446, -0.71524, 2.43800], [-3.05159, -0.99733, 4.14536]], "forces_ev_per_a": [[-0.3874, 0.8941, 0.2013], [-0.4623, -0.9677, 0.0030], [-1.1318, -0.7964, 0.8615], [-1.1062, 1.1302, -0.4614], [1.0440, -1.2856, 0.1221], [0.5848, 0.2276, 0.2612], [0.2681, -0.2642, -0.5027], [-0.8230, -1.3091, -3.1531], [-0.5738, -1.2597, 2.1154], [1.0049, -0.0130, 0.0355], [3.2244, 1.0008, -1.3292], [-2.1677, 2.1758, 1.9214], [0.1510, 2.2897, -2.3863], [1.8896, 1.4350, 0.7035], [0.3966, -0.5806, -0.0232], [-3.9167, -1.5920, 1.4808], [1.9889, -1.1983, -0.0065], [-0.0520, -0.8075, -0.1489], [-0.5612, -0.5180, 0.1602], [-0.6420, 2.1302, 0.4492], [0.9327, -0.2615, -0.0676], [0.3390, -0.4299, -0.2362]], "lowdin_spin": [0.00, 0.00, -0.01, 0.00, 0.00, 0.89, 0.01, 0.05, 0.00, 0.00, 0.00, 0.00, 0.02, 0.00, 0.03, 0.00, 0.00, 0.00, 0.00, 0.00, 0.00, 0.00]}

{"formula": "C9H36N19O12V", "method": "ωB97M-V/def2-TZVPD", "gap_ev": [4.2, 9.2], "spin_multiplicity": 5, "e_homo_ev": [-4.193, -9.161], "species": ["V", "N", "O", "O", "O", "C", "O", "N", "N", "H", "H", "H", "H", "C", "O", "N", "N", "H", "H", "H", "H", "C", "O", "N", "N", "H", "H", "H", "H", "C", "O", "N", "N", "H", "H", "H", "H", "C", "O", "N", "N", "H", "H", "H", "H", "C", "O", "N", "N", "H", "H", "H", "H", "C", "O", "N", "N", "H", "H", "H", "H", "C", "O", "N", "N", "H", "H", "H", "H", "C", "O", "N", "N", "H", "H", "H", "H"], "xyz": [[2.20312, -3.02074, -1.49784], [0.03721, -1.16751, 0.33654], [0.86918, -1.87919, -0.20732], [-1.09988, -1.27993, -0.02550], [0.48297, -0.20542, 1.02756], [-3.24522, -2.30122, -4.01779], [-3.37838, -3.51555, -3.90810], [-3.38126, -1.61715, -5.10111], [-3.14862, -1.48514, -3.02619], [-3.87393, -2.02409, -5.88328], [-3.22513, -0.61956, -5.07794], [-2.96907, -1.92437, -2.13459], [-3.03344, -0.49896, -3.21137], [0.63144, 3.65047, 2.98381], [1.31459, 4.42326, 2.34183], [-0.25721, 3.87148, 3.96067], [0.70572, 2.35185, 2.77896], [-0.50461, 3.10575, 4.57104], [-0.17943, 4.77605, 4.40318], [0.21369, 1.68004, 3.35051], [1.42586, 2.02097, 2.15285], [3.94139, 0.13310, -0.54610], [3.66798, -1.04209, -0.88020], [3.56820, 0.64445, 0.58317], [4.63428, 1.05403, -1.17865], [2.92641, 0.07390, 1.11486], [3.73147, 1.59634, 0.87870], [5.02868, 0.66854, -2.02478], [4.65759, 2.05885, -1.07925], [0.68677, -0.93990, -3.58659], [1.53050, -1.57730, -2.95376], [0.15399, -1.47233, -4.70291], [0.21186, 0.23260, -3.39815], [0.34615, -2.43944, -4.92170], [-0.64111, -1.03888, -5.15018], [0.82419, 0.82958, -2.86080], [-0.38403, 0.70307, -4.06424], [-0.67754, -5.01282, -1.48713], [0.45819, -4.56271, -1.59544], [-1.03798, -6.17378, -1.84112], [-1.73214, -4.32198, -1.11311], [-0.39381, -6.75799, -2.35479], [-2.01199, -6.34854, -1.63893], [-2.62449, -4.56670, -1.51798], [-1.62879, -3.36923, -0.79424], [-2.48974, 2.26813, -1.03134], [-3.06330, 3.19142, -1.59899], [-2.10836, 1.12801, -1.57363], [-2.33561, 2.19368, 0.26918], [-2.42527, 1.08646, -2.53173], [-1.90390, 0.32238, -0.99982], [-1.86881, 1.34834, 0.56511], [-2.70211, 2.89580, 0.89593], [2.32061, -1.83069, 3.35120], [2.45435, -2.63908, 2.37579], [2.54840, -2.10907, 4.59141], [1.99496, -0.56968, 3.29258], [2.95746, -3.02945, 4.66679], [2.72125, -1.40246, 5.29206], [1.96430, -0.15255, 4.21191], [1.47552, -0.19027, 2.51391], [1.76045, 3.78582, -1.12541], [1.71917, 3.57454, -2.36792], [2.29545, 4.89205, -0.74337], [1.22842, 2.96341, -0.30593], [2.33008, 5.04343, 0.25462], [2.61242, 5.48071, -1.50042], [0.57822, 2.24602, -0.59349], [1.12020, 3.17499, 0.67571], [-1.75676, 0.50113, 4.51428], [-0.60284, 0.55066, 4.94778], [-2.82673, 0.45771, 5.23292], [-2.10710, 0.37168, 3.27319], [-3.70796, 0.31741, 4.75978], [-2.72097, 0.39534, 6.23543], [-2.98533, 0.82211, 3.05887], [-1.29982, 0.20019, 2.69097]], "forces_ev_per_a": [[-0.0863, 0.2691, -0.1223], [4.1545, 0.9099, -1.6504], [0.5800, -0.9751, 0.7171], [-4.1655, 0.3915, 0.4347], [-1.6705, 0.3331, 0.6123], [-1.3450, -3.4105, 0.6991], [0.3292, -0.3042, -0.1251], [-0.2150, 1.7538, -5.5169], [1.0592, 1.7384, 4.4068], [0.3815, 0.1497, 0.0296], [-0.4398, -0.3589, -0.4170], [0.2125, 0.7465, 0.1088], [-0.0734, -0.5645, 0.8230], [0.4359, -0.8826, 0.2283], [0.1481, 1.4850, -0.2367], [-1.0634, 2.2629, 1.4597], [0.8199, -2.8834, -1.2803], [0.1479, 0.1016, -0.0524], [-0.2612, -0.0833, -0.0250], [0.1966, -0.0850, 0.0728], [-0.2486, -0.1518, 0.1800], [-1.0435, -1.7368, -0.0128], [0.7979, 1.2118, -0.4201], [-2.3906, -0.0162, 4.3707], [2.6502, -0.0766, -4.3076], [0.0892, 0.1605, 0.1564], [0.0501, -0.3955, -0.2616], [0.1270, 0.6145, -0.2121], [-0.4017, -0.5019, 0.3287], [0.8070, -4.2012, -1.9430], [-0.0162, 0.7867, 0.4397], [-0.5999, -1.5454, -1.4387], [-0.1594, 4.6084, 2.3412], [-0.1096, 0.1830, 0.1411], [0.2645, -0.3340, 0.0014], [-0.3593, 0.5051, 0.2519], [0.4560, -0.1751, 0.1103], [1.9777, 3.5703, -0.2984], [1.5026, 0.3602, 0.2756], [-0.7614, -5.1093, -1.3593], [-2.3291, 2.7088, 1.5680], [-0.5000, -0.1652, 0.2036], [0.5133, -1.1080, -0.5546], [0.1398, 0.3197, 0.0809], [0.2730, -0.0248, -0.0136], [-2.4095, 1.8437, -0.2421], [0.5212, -0.1149, -0.4491], [0.5507, -1.2244, -2.7823], [0.6899, 0.1511, 3.2187], [0.4923, -0.4114, 0.3064], [0.0702, -0.3188, -0.4778], [-0.0536, 0.4994, 0.9407], [0.3661, -0.2122, -0.2151], [0.4351, -2.2130, -5.0910], [-0.6155, 1.7693, 2.4518], [1.5081, -3.5388, 3.8777], [-0.7206, 3.6487, -0.7854], [0.1356, 0.1728, 0.7484], [0.0266, -0.5197, -0.1465], [-0.6552, 0.6590, -0.7522], [-0.0533, -0.2888, 0.1016], [-0.5701, -0.4078, -6.6795], [-0.0294, -0.5606, 0.4214], [1.5427, 2.3829, 2.2313], [-2.0354, -3.1512, 4.1248], [0.2435, 0.8887, -0.1717], [0.0855, 0.0934, 0.6512], [0.4386, 0.1646, -0.5285], [0.1507, 0.5250, -0.2597], [2.3251, -0.6047, 1.3622], [0.2605, 0.3396, -0.1276], [-2.9294, 0.3989, 3.9091], [0.6858, 0.0399, -3.7244], [0.1212, -0.2254, 0.8234], [-0.4395, 0.1671, -0.2017], [0.5153, -0.3664, -1.1308], [-0.5270, 0.3326, -1.1970]], "lowdin_spin": [3.66, 0.02, 0.04, 0.01, 0.01, 0.00, 0.00, 0.00, 0.00, 0.00, 0.00, 0.00, 0.00, 0.00, 0.00, 0.00, 0.00, 0.00, 0.00, 0.00, 0.00, 0.00, 0.05, 0.00, 0.00, 0.00, 0.00, 0.00, 0.00, 0.01, 0.08, 0.00, 0.00, 0.00, 0.00, 0.00, 0.00, 0.01, 0.08, 0.00, 0.00, 0.00, 0.00, 0.00, 0.00, 0.00, 0.00, 0.00, 0.00, 0.00, 0.00, 0.00, 0.00, 0.00, 0.01, 0.00, 0.00, 0.00, 0.00, 0.00, 0.00, 0.00, 0.00, 0.00, 0.00, 0.00, 0.00, 0.00, 0.00, 0.00, 0.00, 0.00, 0.00, 0.00, 0.00, 0.00, 0.00]}

{"formula": "C6H9MnN13O6P2", "method": "ωB97M-V/def2-TZVPD", "gap_ev": [7.1, 6.9], "spin_multiplicity": 2, "e_above_lowest_ev": 0.165, "e_homo_ev": [-2.713, -2.500], "total_charge": -2, "species": ["Mn", "N", "C", "C", "P", "O", "O", "O", "P", "O", "O", "O", "H", "H", "H", "H", "H", "H", "H", "H", "N", "C", "N", "N", "N", "N", "C", "N", "N", "N", "N", "H", "N", "C", "N", "C", "N"], "xyz": [[0.14143, 0.98440, 0.68101], [-0.89901, -1.51101, -1.67147], [0.40026, -1.11669, -2.30628], [0.59701, -1.93886, -3.56817], [0.19015, 0.69630, -2.67857], [1.57233, 1.01900, -3.42127], [-0.96372, 0.79003, -3.60242], [0.15018, 1.37157, -1.33080], [1.77206, -1.28485, -1.10513], [1.71569, -2.91014, -0.88842], [2.99874, -0.85438, -1.82240], [1.36039, -0.68022, 0.20188], [-1.67196, -1.26693, -2.29734], [-1.10235, -1.02771, -0.77596], [-0.91841, -2.50885, -1.45802], [-0.17153, -1.69141, -4.30421], [0.57217, -3.00995, -3.34634], [1.57035, -1.70529, -3.99453], [2.31036, 0.64938, -2.89253], [1.95736, -3.11376, 0.02239], [-0.30150, -0.82816, 3.56577], [0.74004, 0.07720, 3.52540], [1.59560, 0.24035, 4.51794], [2.42901, 1.20756, 4.07192], [2.07462, 1.60152, 2.89828], [0.99606, 0.89036, 2.50678], [-1.20941, -1.03600, 2.56204], [-2.20450, -1.91483, 2.65478], [-2.85524, -1.81030, 1.48813], [-2.28563, -0.92588, 0.73832], [-1.22005, -0.40640, 1.39036], [-0.39928, -1.38227, 4.39604], [-0.90426, 2.63519, 1.04249], [-1.59167, 3.55926, 1.18332], [-2.46189, 4.51061, 1.31092], [-2.09398, 5.77372, 1.33382], [-1.88944, 6.91746, 1.37226]], "forces_ev_per_a": [[0.2592, -0.0298, -0.0581], [0.0282, -0.0682, -0.0067], [0.0117, 0.1660, 0.0679], [-0.0018, -0.0260, -0.0191], [0.0810, 0.0009, 0.0337], [-0.1052, -0.0058, -0.0197], [-0.0354, -0.0008, -0.0531], [-0.1343, -0.1081, 0.0211], [-0.1173, -0.0778, 0.0840], [0.1602, 0.0159, -0.0718], [0.0080, 0.0159, -0.0657], [-0.0970, -0.0404, 0.0142], [0.0276, 0.0312, -0.0182], [-0.0717, 0.0362, 0.0577], [-0.0172, 0.0166, -0.0145], [-0.0042, -0.0008, 0.0062], [0.0097, -0.0011, 0.0009], [-0.0120, -0.0004, 0.0004], [0.0614, -0.0074, 0.0240], [-0.0932, 0.0333, 0.0671], [0.0360, -0.0657, 0.0086], [0.0618, 0.0989, -0.0660], [0.0176, -0.0789, 0.0379], [-0.0749, 0.0749, -0.0101], [0.0808, -0.0277, 0.0038], [-0.1444, -0.0556, 0.0743], [-0.0714, 0.0145, -0.1712], [-0.0595, 0.0468, 0.0809], [0.0845, -0.1250, -0.0613], [0.0528, 0.0521, -0.0452], [0.0686, 0.0796, 0.1052], [-0.0022, 0.0212, 0.0095], [-0.0047, -0.0594, 0.0703], [-0.0345, 0.0877, -0.1961], [0.0702, -0.0119, 0.0901], [-0.0366, -0.0044, 0.0368], [-0.0020, 0.0034, -0.0180]], "lowdin_spin": [0.97, 0.00, 0.00, 0.00, 0.00, 0.00, 0.00, 0.00, 0.00, 0.00, 0.00, -0.01, 0.00, 0.00, 0.00, 0.00, 0.00, 0.00, 0.00, 0.00, 0.00, 0.00, 0.00, 0.00, 0.00, -0.01, 0.00, 0.00, 0.00, 0.00, 0.00, 0.00, 0.00, 0.02, 0.01, 0.00, 0.00]}

What are the calculated total energy values for these records? In order: -399.45347; -10674.79826; -3251.85729; -3231.37489 Eh.
What are the strongest force on any atom values for these records? In order: 5.66; 4.48; 6.72; 0.27 eV/Å.